[1]
{"formula": "C4H12S", "method": "ωB97M-V/def2-TZVPD", "symbols": ["C", "C", "C", "H", "H", "H", "H", "H", "H", "H", "H", "C", "S", "H", "H", "H", "H"], "positions_angstrom": [[-3.624, 0.811, -0.646], [-2.976, 0.916, -2.068], [-1.493, 1.083, -1.961], [-3.042, 0.090, -0.058], [-4.677, 0.610, -0.487], [-3.375, 1.744, -0.125], [-3.645, 1.574, -2.626], [-3.276, -0.047, -2.507], [-1.093, 0.935, -0.953], [-0.969, 0.399, -2.625], [-1.150, 2.113, -2.104], [4.669, -1.950, 2.345], [5.944, -1.614, 3.596], [4.122, -1.050, 2.105], [4.996, -2.460, 1.434], [4.057, -2.769, 2.736], [5.532, -0.386, 3.943]], "forces_ev_per_a": [[1.758, 0.773, 0.669], [-3.000, -1.809, 1.308], [0.861, 0.926, -0.027], [-0.278, -0.256, -0.185], [-0.181, -0.039, -0.635], [-0.376, 0.119, 0.021], [0.938, 0.764, -0.242], [0.683, -0.031, -0.242], [-0.434, -0.601, 0.096], [0.186, 0.228, -0.114], [-0.159, -0.075, -0.649], [-0.286, -1.337, 0.098], [0.272, 0.095, -0.255], [-0.243, -0.068, -0.023], [0.826, 0.755, -0.037], [-0.547, 0.691, 0.316], [-0.023, -0.136, -0.099]], "lumo_ev": 1.0, "relative_energy_kj_mol": 74.6, "total_charge": 0, "largest_force_ev_per_a": 3.7, "smiles": "CCC.CS", "energy_ha": -557.7420, "orbital_gap_ev": 9.986}



[2]
{"formula": "C4H12S", "method": "ωB97M-V/def2-TZVPD", "symbols": ["C", "C", "C", "H", "H", "H", "H", "H", "H", "H", "H", "C", "S", "H", "H", "H", "H"], "positions_angstrom": [[1.688, 1.124, 0.910], [1.427, 0.179, -0.254], [1.806, -1.248, 0.122], [1.300, 0.726, 1.845], [2.758, 1.283, 1.046], [1.247, 2.109, 0.742], [0.404, 0.232, -0.618], [1.984, 0.522, -1.131], [1.261, -1.546, 1.016], [2.875, -1.324, 0.296], [1.528, -1.996, -0.625], [-2.601, -0.160, -0.710], [-4.170, 0.747, -0.835], [-1.846, 0.422, -1.227], [-2.681, -1.113, -1.236], [-2.303, -0.341, 0.313], [-4.676, 0.384, 0.349]], "forces_ev_per_a": [[-0.036, 0.365, -0.175], [0.225, -0.005, -0.351], [-0.364, -0.159, -0.309], [-0.130, -0.020, 0.059], [0.058, -0.091, 0.025], [-0.029, -0.053, 0.037], [-0.339, -0.072, 0.390], [0.265, -0.116, 0.102], [0.138, 0.034, 0.264], [0.102, -0.085, 0.163], [0.126, 0.199, -0.202], [-0.174, -0.338, -0.527], [0.051, 0.087, 0.114], [0.099, 0.149, 0.105], [-0.018, 0.014, 0.145], [0.042, 0.143, 0.167], [-0.018, -0.052, -0.008]], "lumo_ev": 0.9, "relative_energy_kj_mol": 10.2, "total_charge": 0, "largest_force_ev_per_a": 0.6, "smiles": "CCC.CS", "energy_ha": -557.7665, "orbital_gap_ev": 9.958}



[3]
{"formula": "C4H12S", "method": "ωB97M-V/def2-TZVPD", "symbols": ["C", "C", "C", "H", "H", "H", "H", "H", "H", "H", "H", "C", "S", "H", "H", "H", "H"], "positions_angstrom": [[1.717, 0.067, -2.168], [0.440, -0.604, -1.668], [-0.491, -0.961, -2.827], [2.137, -0.338, -3.084], [2.484, 0.052, -1.391], [1.483, 1.130, -2.269], [-0.098, 0.027, -0.973], [0.770, -1.513, -1.156], [-1.318, -1.610, -2.657], [-0.884, -0.031, -3.245], [0.122, -1.387, -3.624], [-1.504, -0.214, 2.224], [0.022, 0.812, 2.250], [-1.220, -0.894, 3.025], [-2.441, 0.265, 2.475], [-1.571, -0.756, 1.286], [-0.451, 2.046, 2.314]], "forces_ev_per_a": [[-0.336, 1.078, 0.905], [0.174, -1.190, -0.457], [1.104, 1.022, -0.750], [-0.175, -0.088, -0.084], [0.062, -0.191, -0.038], [0.254, 0.049, -0.572], [0.149, 0.142, 0.389], [-0.399, -0.061, 0.175], [-0.554, -0.554, 0.576], [-0.140, 0.016, -0.058], [-0.151, -0.222, -0.059], [0.999, -0.186, 0.504], [0.023, -0.163, -0.247], [-0.647, -0.403, -0.118], [0.113, 0.332, -0.021], [-0.075, 0.100, -0.069], [-0.403, 0.318, -0.074]], "lumo_ev": 1.0, "relative_energy_kj_mol": 35.3, "total_charge": 0, "largest_force_ev_per_a": 1.7, "smiles": "CCC.CS", "energy_ha": -557.7570, "orbital_gap_ev": 10.016}



[4]
{"formula": "C4H12S2", "method": "ωB97M-V/def2-TZVPD", "symbols": ["C", "S", "C", "H", "H", "H", "H", "H", "H", "C", "S", "C", "H", "H", "H", "H", "H", "H"], "positions_angstrom": [[-2.829, -1.274, 0.253], [-2.030, 0.228, -0.715], [-1.299, 0.944, 0.813], [-2.307, -1.332, 1.383], [-2.720, -2.199, -0.398], [-3.889, -0.966, 0.608], [-1.178, 0.238, 1.695], [-0.349, 1.227, 0.483], [-1.860, 1.820, 1.100], [1.988, 0.214, 1.397], [2.204, 0.550, -0.342], [1.809, -1.164, -0.817], [2.772, 0.732, 2.003], [2.282, -0.797, 1.387], [1.057, 0.542, 1.757], [2.099, -0.992, -1.870], [2.562, -1.752, -0.286], [0.730, -1.288, -0.825]], "forces_ev_per_a": [[0.144, 1.148, 2.087], [-0.664, -2.080, 2.316], [-0.854, -0.687, 0.379], [-0.845, -0.302, -3.485], [-0.449, 1.182, 1.221], [1.481, -0.860, -1.331], [-0.381, 0.730, -1.360], [1.536, 0.737, -0.212], [-0.168, 0.168, 0.288], [2.574, 1.834, 0.402], [-0.205, 0.240, 0.000], [0.945, 2.285, -1.874], [-0.564, -0.171, -0.524], [-0.496, -1.311, 1.079], [-1.224, -0.387, 0.575], [-0.094, -1.183, 0.097], [-0.867, -0.602, -0.296], [0.131, -0.739, 0.640]], "lumo_ev": 0.9, "relative_energy_kj_mol": 204.1, "total_charge": 0, "largest_force_ev_per_a": 3.6, "smiles": "CSC.CSC", "energy_ha": -955.8867, "orbital_gap_ev": 9.404}